[1]
{
  "formula": "C43H37As3NO6RuS",
  "method": "wB97M-V/def2-TZVPD",
  "elements": ["C", "S", "C", "H", "As", "H", "C", "C", "C", "C", "C", "As", "C", "H", "H", "H", "C", "C", "C", "H", "H", "H", "H", "C", "H", "C", "H", "C", "O", "H", "As", "C", "O", "N", "C", "H", "C", "H", "H", "H", "H", "C", "C", "H", "C", "H", "C", "C", "C", "C", "C", "C", "C", "H", "H", "C", "H", "C", "C", "C", "O", "H", "C", "O", "H", "H", "H", "C", "H", "Ru", "H", "H", "C", "C", "C", "H", "H", "H", "H", "C", "O", "C", "C", "O", "C", "C", "C", "H", "H", "C", "H", "H"],
  "xyz": [[-1.980, -5.228, -2.006], [-0.660, -0.281, 3.611], [-0.242, 3.797, 3.083], [2.458, -4.066, 3.514], [1.002, -2.354, -1.244], [-3.523, 3.251, -6.346], [-1.317, 3.371, 2.326], [1.278, -2.235, -3.288], [-4.114, 1.457, -1.534], [-3.034, 0.619, -1.291], [-2.272, 0.547, -4.748], [-0.253, 0.103, -2.713], [-3.065, 1.292, -5.606], [4.990, 2.500, -3.665], [-3.985, -2.957, -0.497], [-2.400, -0.528, -4.682], [-2.149, 2.197, 0.271], [2.818, -5.832, 0.276], [2.368, 1.199, -1.971], [2.589, -6.595, 1.009], [-5.001, 3.373, -1.137], [0.128, -4.982, -2.335], [-1.680, -2.163, 5.460], [3.141, 1.853, -4.543], [3.674, -3.058, -2.256], [-2.036, 0.979, -0.395], [2.076, 0.961, -0.961], [-0.776, -2.604, 5.063], [0.539, -2.263, 0.916], [3.440, 2.112, -5.551], [1.844, -1.780, 1.903], [-3.211, 3.060, -0.004], [1.907, -0.057, 1.584], [0.148, 2.192, 0.858], [-0.313, -3.847, 5.472], [5.310, -4.850, -1.795], [-0.718, -3.274, -1.359], [-0.399, 4.378, 3.982], [1.212, 1.132, -5.143], [-3.244, 4.033, 0.472], [0.953, -4.806, 0.541], [1.891, 1.301, -4.315], [-3.138, -4.656, -1.498], [-2.010, -6.219, -2.441], [-1.298, 1.170, -3.972], [-2.984, -0.328, -1.817], [-4.191, 2.692, -0.908], [4.010, 2.077, -3.485], [0.099, -1.487, -3.858], [1.104, -2.422, 3.567], [-1.162, 2.553, -4.023], [-2.905, 2.669, -5.675], [0.852, -4.374, 4.934], [-0.427, 3.043, -3.395], [1.479, 0.359, 2.399], [1.181, 2.643, 1.570], [-0.796, -2.112, -3.839], [1.038, 3.466, 2.670], [-1.084, 2.598, 1.194], [-1.882, -2.721, -0.834], [0.511, 0.590, 3.787], [0.267, -1.135, -4.877], [-1.953, 3.297, -4.885], [3.284, -2.394, 1.497], [-0.871, -4.409, 6.209], [2.163, 2.331, 1.237], [-4.077, -5.192, -1.551], [4.041, -5.847, -0.380], [1.913, 3.807, 3.204], [-0.138, -0.078, 0.082], [-1.850, -1.768, -0.314], [1.381, -3.243, -3.690], [-0.779, -4.538, -1.943], [1.487, 0.962, -3.023], [-3.088, -3.401, -0.910], [4.293, 1.920, -1.364], [1.202, -5.348, 5.252], [-1.832, 4.371, -4.941], [4.762, -6.625, -0.165], [4.348, -4.855, -1.299], [-1.049, -0.403, 2.189], [3.622, 1.750, -2.196], [1.559, -3.669, 3.971], [-1.764, 0.047, 4.469], [1.899, -4.831, 0.013], [3.429, -3.853, -1.563], [2.196, -3.844, -0.919], [2.205, -1.686, -3.461], [-3.811, 0.798, -6.214], [-0.070, -1.898, 4.105], [-4.888, 1.146, -2.224], [-2.334, 3.603, 2.609]],
  "max_force_ev_per_a": 3.5,
  "lumo_energy_ev": [-0.77, -1.69],
  "orbital_gap_ev": [6.81, 6.50],
  "multiplicity": 2,
  "e_homo_ev": [-7.58, -8.19],
  "total_energy_ha": -9367.2608
}

[2]
{
  "formula": "C28H49N5O4S4",
  "method": "wB97M-V/def2-TZVPD",
  "elements": ["C", "H", "N", "C", "C", "C", "H", "H", "H", "H", "H", "C", "C", "H", "C", "H", "H", "H", "H", "H", "H", "S", "H", "H", "C", "H", "C", "C", "H", "C", "H", "C", "H", "H", "H", "C", "H", "N", "C", "C", "H", "C", "N", "H", "O", "C", "H", "H", "H", "O", "H", "H", "N", "H", "H", "H", "C", "C", "C", "H", "C", "C", "H", "S", "S", "H", "H", "H", "C", "H", "H", "H", "H", "C", "H", "H", "H", "S", "H", "H", "H", "O", "C", "H", "O", "C", "H", "C", "N", "C"],
  "xyz": [[11.384, 13.389, -9.104], [12.263, 9.915, -3.642], [13.272, 9.013, -0.822], [12.391, 7.009, -0.578], [11.552, 11.336, -5.259], [13.715, 14.509, -0.783], [10.847, 16.856, -4.856], [8.372, 10.640, -4.803], [9.370, 7.889, -5.772], [9.981, 10.797, -1.190], [11.758, 15.391, -5.060], [13.669, 13.501, -7.685], [9.950, 4.373, -3.948], [7.850, 10.309, -6.862], [12.627, 8.211, 0.055], [6.194, 10.542, 0.212], [7.290, 11.671, -0.620], [13.795, 12.242, -3.681], [11.694, 7.069, -4.779], [12.677, 14.469, -0.461], [11.252, 2.857, -4.592], [9.494, 15.053, -5.882], [14.076, 14.017, -3.569], [7.415, 9.722, -9.227], [11.522, 10.458, -4.214], [11.653, 14.430, -9.297], [11.306, 6.074, -4.661], [10.768, 15.768, -4.799], [9.382, 6.448, -3.597], [7.235, 10.785, 0.013], [11.048, 9.585, -9.217], [9.721, 9.900, -0.619], [9.206, 3.720, -3.523], [14.291, 14.715, 0.123], [12.593, 13.227, -2.921], [6.518, 11.812, -9.282], [13.934, 15.301, -1.494], [10.286, 8.998, -7.302], [8.078, 15.913, -5.152], [10.555, 8.830, -8.628], [14.157, 14.319, -8.215], [9.439, 10.817, -4.792], [7.396, 10.947, -7.492], [7.355, 12.584, -6.199], [9.740, 15.666, -7.235], [9.675, 7.879, -6.804], [8.175, 16.965, -5.419], [12.298, 8.630, 0.993], [7.720, 11.056, 0.952], [13.638, 12.258, -10.047], [12.937, 14.008, -7.044], [9.148, 5.972, -7.829], [10.216, 10.105, -3.933], [11.787, 6.184, -0.235], [10.832, 12.936, -9.919], [10.578, 15.556, -3.744], [10.090, 7.590, -8.988], [13.066, 7.057, -1.803], [11.860, 4.861, -4.961], [10.888, 13.479, -8.135], [7.120, 12.254, -7.201], [9.563, 6.965, -7.842], [7.187, 15.442, -5.564], [14.337, 12.898, -1.386], [12.815, 12.336, -8.786], [6.271, 12.010, -10.317], [10.098, 7.034, -9.913], [9.932, 10.147, 0.420], [10.082, 5.737, -4.012], [12.412, 11.726, -5.779], [10.470, 9.831, -6.747], [9.837, 9.452, -3.269], [13.350, 10.022, -0.710], [13.636, 8.311, -1.954], [9.868, 12.286, -6.379], [14.071, 8.903, -2.740], [13.090, 6.324, -2.594], [8.018, 9.355, -0.830], [14.345, 12.985, -7.006], [6.107, 13.815, -8.428], [12.779, 4.532, -5.430], [7.649, 9.427, -2.290], [10.205, 11.627, -5.599], [10.423, 9.141, -0.970], [13.411, 11.835, -0.872], [7.099, 10.660, -8.809], [7.971, 15.862, -4.067], [13.669, 13.137, -3.075], [11.027, 3.831, -4.611], [6.483, 12.819, -8.285]],
  "e_above_lowest_kj_mol": 49.7,
  "max_force_ev_per_a": 2.0,
  "lumo_energy_ev": -0.11,
  "orbital_gap_ev": 7.49,
  "e_homo_ev": -7.60,
  "total_energy_ha": -3263.5995
}

[3]
{
  "formula": "C40H80O20",
  "method": "wB97M-V/def2-TZVPD",
  "elements": ["C", "O", "H", "C", "O", "C", "H", "C", "O", "H", "H", "C", "H", "H", "C", "H", "C", "H", "C", "O", "O", "H", "C", "H", "H", "C", "H", "H", "O", "C", "H", "C", "H", "O", "H", "H", "H", "H", "H", "C", "O", "H", "H", "C", "H", "H", "C", "C", "H", "C", "H", "C", "H", "H", "C", "H", "H", "C", "H", "H", "C", "H", "C", "H", "H", "C", "H", "H", "C", "H", "H", "H", "H", "H", "H", "H", "H", "H", "C", "H", "H", "O", "C", "H", "H", "H", "H", "O", "H", "O", "H", "H", "C", "H", "C", "H", "C", "H", "H", "H", "C", "C", "H", "H", "C", "O", "O", "H", "O", "H", "H", "C", "H", "H", "O", "H", "C", "C", "H", "O", "C", "H", "H", "H", "C", "H", "H", "H", "H", "C", "O", "H", "C", "C", "O", "O", "H", "H", "H", "O"],
  "xyz": [[19.460, 17.897, 18.357], [20.110, 15.994, 10.390], [19.790, 20.039, 14.627], [20.267, 20.786, 15.287], [14.394, 19.950, 17.849], [11.664, 16.078, 12.351], [17.024, 17.808, 16.474], [19.814, 9.672, 10.011], [19.091, 8.669, 9.505], [20.162, 12.385, 13.781], [13.493, 11.270, 10.079], [20.382, 11.346, 13.526], [22.085, 15.347, 7.958], [16.423, 12.564, 10.975], [17.274, 12.882, 11.559], [21.582, 8.389, 9.617], [19.723, 10.359, 14.436], [8.251, 16.721, 14.259], [21.261, 9.184, 10.321], [18.277, 10.340, 14.476], [20.746, 15.955, 17.807], [21.930, 10.034, 10.278], [16.268, 18.609, 16.540], [18.375, 17.963, 18.502], [17.078, 21.936, 11.744], [17.794, 9.703, 7.625], [14.230, 13.698, 10.121], [13.165, 15.603, 13.654], [18.276, 8.973, 12.702], [14.073, 11.673, 9.263], [21.519, 12.765, 11.282], [15.378, 19.708, 18.454], [18.171, 17.751, 10.775], [20.346, 21.482, 17.808], [16.840, 21.046, 13.268], [21.736, 17.039, 8.395], [18.186, 22.815, 18.824], [21.769, 20.885, 13.956], [16.975, 18.260, 8.572], [9.363, 15.905, 12.714], [18.678, 16.197, 16.977], [15.616, 8.722, 13.210], [21.301, 8.911, 11.365], [15.674, 20.119, 19.895], [11.780, 15.040, 11.975], [18.195, 19.476, 8.232], [17.794, 9.059, 9.024], [19.769, 16.622, 17.668], [21.930, 14.347, 13.382], [21.332, 13.854, 11.359], [19.241, 13.714, 17.969], [19.413, 16.686, 13.492], [16.833, 10.208, 7.418], [8.273, 14.987, 14.300], [18.301, 20.164, 11.946], [13.761, 16.483, 12.286], [11.500, 16.810, 11.580], [16.308, 19.633, 15.408], [20.283, 13.935, 11.563], [15.383, 20.263, 15.446], [21.317, 16.055, 8.340], [7.275, 15.724, 13.100], [18.960, 14.975, 16.243], [17.232, 8.136, 9.154], [20.020, 9.361, 14.117], [19.362, 21.778, 17.263], [13.706, 11.210, 8.327], [16.345, 19.109, 14.438], [21.186, 21.630, 14.523], [19.993, 15.068, 15.964], [15.861, 10.495, 13.439], [20.021, 10.507, 15.466], [18.596, 10.447, 7.555], [18.122, 12.849, 10.910], [19.217, 17.301, 14.380], [18.671, 17.808, 8.337], [16.172, 14.300, 12.762], [10.394, 15.417, 9.732], [17.006, 14.256, 12.040], [17.849, 23.319, 17.125], [17.295, 21.759, 17.671], [19.299, 19.687, 12.412], [20.911, 15.526, 9.682], [10.506, 14.526, 8.159], [19.054, 12.902, 16.408], [14.799, 20.558, 20.327], [19.813, 17.336, 12.694], [17.100, 16.803, 12.859], [23.235, 14.357, 12.179], [18.167, 14.820, 12.672], [20.473, 16.010, 7.640], [10.936, 16.213, 8.230], [10.929, 15.288, 8.803], [12.912, 17.402, 13.471], [18.427, 18.624, 10.202], [17.407, 9.760, 9.813], [22.192, 14.548, 12.329], [20.834, 20.241, 16.068], [19.829, 18.763, 17.777], [17.942, 9.012, 6.782], [16.190, 9.502, 13.743], [17.668, 9.523, 13.583], [16.425, 20.921, 19.836], [17.150, 20.322, 15.449], [18.127, 22.491, 17.786], [16.429, 19.108, 17.869], [9.288, 15.671, 11.574], [21.466, 11.187, 13.580], [19.150, 21.471, 15.932], [15.942, 9.485, 14.823], [20.640, 22.240, 13.776], [8.215, 15.815, 13.626], [18.416, 15.098, 15.308], [15.297, 18.113, 16.529], [12.566, 13.519, 8.955], [19.468, 18.795, 10.360], [18.665, 13.724, 17.013], [18.003, 18.559, 8.785], [16.122, 19.277, 20.436], [17.720, 19.731, 10.816], [12.928, 16.434, 13.008], [20.078, 11.225, 12.488], [19.906, 17.932, 19.379], [17.420, 12.242, 12.413], [18.110, 16.146, 12.932], [21.902, 22.223, 15.114], [15.138, 11.438, 9.156], [18.327, 21.970, 13.097], [14.556, 13.595, 8.391], [17.582, 21.391, 12.549], [10.565, 16.114, 13.299], [16.797, 14.956, 11.254], [12.318, 14.858, 9.147], [13.949, 13.196, 9.210], [21.557, 14.347, 10.004], [19.435, 10.794, 10.182], [20.166, 15.960, 13.717], [17.612, 13.593, 17.195], [22.079, 15.646, 12.257], [13.149, 15.630, 9.495]],
  "e_above_lowest_kj_mol": 0.0,
  "max_force_ev_per_a": 4.0,
  "lumo_energy_ev": 0.48,
  "orbital_gap_ev": 10.59,
  "e_homo_ev": -10.11,
  "smiles": "CCOC(C)=O.CCOC(C)=O.CCOC(C)=O.CCOC(C)=O.CCOC(C)=O.CCOC(C)=O.CCOC(C)=O.CCOC(C)=O.CCOC(C)=O.CCOC(C)=O",
  "total_energy_ha": -3077.0103
}

Number 2 is which compound? C28H49N5O4S4